ORCA calculation (ωB97M-V with the def2-TZVPD basis set) on a cluster of 9 separate species, C39H99N3O30P6 in total at a distorted geometry.

Properties
- SMILES string: CCOP(=O)(OCC)OCC.CCOP(=O)(OCC)OCC.CCOP(=O)(OCC)OCC.CCOP(=O)(OCC)OCC.CCOP(=O)(OCC)OCC.CCOP(=O)(OCC)OCC.C[N+](=O)[O-].C[N+](=O)[O-].C[N+](=O)[O-]
- E: -163685.4498 eV
- Gap between HOMO and LUMO: 9.6 eV
- Relative energy (zero: lowest compared OMol25 entry of this formula, charge and spin): 0.0 kJ/mol

Structure (XYZ):
```
177
Properties=species:S:1:pos:R:3:forces:R:3
C 2.8104 -2.9632 2.4336 0.32 1.11 -0.71
C 3.8424 -3.8471 1.7297 -1.33 -0.31 0.99
O 3.0930 -4.8889 1.0478 0.75 0.04 -1.21
P 2.9895 -4.8686 -0.5514 -0.79 0.08 0.37
O 2.4690 -6.1164 -1.1139 0.12 0.50 0.13
O 4.4317 -4.4173 -1.0342 0.00 -0.06 0.59
C 4.7304 -3.8909 -2.3192 0.98 0.06 -0.44
C 6.2319 -4.0351 -2.5133 0.12 -0.37 -0.24
O 2.1397 -3.5384 -0.8418 0.56 -0.52 -0.25
C 0.8971 -3.5675 -1.5386 -1.53 0.68 -0.13
C -0.1612 -2.9108 -0.6688 0.18 -0.59 1.28
H 2.1365 -3.5402 3.0598 -0.04 -0.08 -0.09
H 3.2429 -2.1455 3.0206 0.41 -0.42 0.27
H 2.2602 -2.3864 1.6834 -0.39 -0.45 -0.06
H 4.4749 -3.3286 1.0162 0.18 0.11 0.21
H 4.3909 -4.3785 2.5055 0.49 0.07 -0.29
H 4.2426 -4.4427 -3.1246 -0.32 -0.08 0.22
H 4.4668 -2.8337 -2.4039 -0.35 -0.04 0.30
H 6.5120 -3.6328 -3.4897 0.04 0.08 0.07
H 6.8360 -3.5641 -1.7384 -0.24 0.27 0.03
H 6.5140 -5.0894 -2.5083 -0.11 -0.02 -0.04
H 0.9398 -2.9565 -2.4456 0.54 -0.14 -0.04
H 0.5770 -4.5602 -1.8511 0.38 -0.17 0.21
H -0.2864 -3.4086 0.3041 0.10 -0.58 -0.28
H 0.1638 -1.9339 -0.3150 -0.20 0.32 -0.70
H -1.1409 -2.9308 -1.1430 0.12 0.46 -0.21
C 8.1128 2.0790 -0.1738 -0.75 0.34 0.40
C 7.2545 0.8184 -0.1444 0.51 0.35 -0.17
O 6.6235 0.5696 -1.4204 -0.54 0.00 -0.47
P 5.2624 1.3235 -1.7937 -0.35 -0.12 0.79
O 5.1364 2.6434 -1.1697 -0.11 -0.18 -0.29
O 5.2107 1.3193 -3.3719 0.05 -0.29 0.73
C 5.5949 0.1354 -4.1019 -0.11 -0.23 -0.10
C 4.8606 0.1231 -5.4117 -0.10 -0.68 -1.46
O 4.0686 0.2983 -1.3887 0.59 0.40 -0.93
C 3.9941 -0.3001 -0.1042 0.55 -0.08 1.13
C 3.5191 0.6520 0.9767 -0.49 0.68 0.47
H 7.4884 2.9725 -0.2198 -0.16 -0.14 -0.33
H 8.6278 2.2021 0.7810 0.37 -0.36 -0.15
H 8.7889 2.0881 -1.0250 0.19 -0.13 0.13
H 7.8865 -0.0546 0.0130 -0.13 -0.07 0.12
H 6.4828 0.8699 0.6232 0.14 0.05 0.13
H 6.6765 0.1426 -4.2416 -0.03 0.31 -0.08
H 5.3913 -0.7729 -3.5285 -0.23 0.14 0.12
H 5.3887 -0.5232 -6.1239 0.28 0.11 0.16
H 3.8633 -0.3218 -5.4519 -0.10 0.22 0.79
H 4.7829 1.0865 -5.9149 0.21 0.19 0.36
H 3.3219 -1.1577 -0.1470 -0.07 0.04 -0.38
H 4.9770 -0.6945 0.1736 0.02 -0.08 -0.15
H 3.6032 0.2655 1.9962 0.02 -0.58 -0.23
H 4.0423 1.6091 1.0430 0.19 -0.09 -0.53
H 2.4629 0.8931 0.8390 0.03 0.03 -0.09
C 1.5755 0.1843 10.2716 -0.17 -0.24 -0.05
C 0.5682 0.8156 9.3332 -0.56 -0.10 0.80
O 1.1494 0.9220 8.0375 0.33 0.10 -0.17
P 0.2474 1.1542 6.7511 -0.45 0.52 0.12
O -0.6778 2.2887 6.8240 0.08 -0.56 0.09
O 1.3286 1.2900 5.5964 -0.09 -0.88 0.58
C 2.0151 2.5241 5.4200 0.34 0.70 -0.82
C 3.3501 2.2763 4.7679 1.30 -0.52 0.48
O -0.4445 -0.2625 6.5330 0.31 0.74 -0.73
C 0.3294 -1.4616 6.4255 -0.37 -0.99 0.33
C -0.5702 -2.6017 5.9754 0.26 0.08 0.75
H 1.1400 0.1137 11.2692 0.08 0.17 0.05
H 1.7898 -0.8409 9.9647 0.05 0.04 -0.12
H 2.5182 0.7268 10.3089 -0.07 0.14 0.03
H -0.3498 0.2176 9.3371 0.16 -0.30 -0.44
H 0.1965 1.7766 9.6959 0.50 0.29 -0.21
H 1.4141 3.1480 4.7521 -0.13 0.03 0.25
H 2.1851 3.0634 6.3538 -0.32 -0.17 0.11
H 3.3505 1.5843 3.9248 -0.46 0.31 -0.22
H 3.8563 3.2068 4.5047 -0.40 0.11 -0.31
H 4.0721 1.8204 5.4575 -0.34 -0.09 0.24
H 1.1837 -1.3972 5.7486 -0.05 0.53 -0.01
H 0.7002 -1.7201 7.4208 0.17 0.20 -0.02
H -0.9472 -2.4959 4.9631 0.10 -0.11 -0.07
H 0.0337 -3.5017 6.1169 -0.11 -0.14 -0.51
H -1.4030 -2.7197 6.6704 -0.12 0.20 -0.12
C 2.5896 4.7569 -2.2249 -0.27 1.85 0.42
C 1.2179 4.5607 -1.6247 -0.19 -1.28 -0.37
O 0.7093 5.7500 -1.0381 0.27 0.92 0.40
P -0.5722 5.6920 -0.1110 -0.85 0.23 0.15
O -1.1840 6.9842 0.2183 0.61 -0.26 -0.31
O -1.5671 4.7218 -0.9009 0.38 -0.55 0.22
C -2.2241 5.1067 -2.1272 -0.81 -0.02 1.21
C -3.7175 5.2775 -1.8243 0.29 -0.39 0.12
O -0.1205 4.8044 1.1261 0.08 0.13 -0.53
C -1.0427 3.9330 1.8007 -0.35 -0.08 0.58
C -2.0595 4.6235 2.7132 0.43 -0.42 -0.46
H 3.1611 5.3668 -1.5198 0.25 -0.32 0.05
H 3.1583 3.8689 -2.4710 -0.23 -0.20 -0.01
H 2.4393 5.4243 -3.0781 0.34 -0.30 -0.27
H 0.5233 4.3024 -2.4307 -0.04 -0.36 0.17
H 1.2232 3.7731 -0.8657 -0.02 -0.04 -0.06
H -1.8180 6.0571 -2.4679 0.18 -0.15 -0.31
H -2.0707 4.2651 -2.7990 0.23 0.28 -0.37
H -3.8456 5.6654 -0.8141 0.11 0.61 -0.21
H -4.1494 5.9201 -2.5896 -0.31 0.01 0.19
H -4.2506 4.3243 -1.7740 0.13 -0.09 -0.42
H -1.5698 3.3593 1.0379 -0.02 -0.08 0.11
H -0.4460 3.2419 2.3942 0.25 0.08 -0.14
H -2.7830 5.1208 2.0696 -0.30 0.11 0.37
H -2.4899 3.8215 3.3168 -0.44 0.06 -0.19
H -1.6471 5.3195 3.4413 0.29 0.14 -0.30
C -2.7910 -4.2800 -7.8865 0.27 -0.36 0.52
C -2.6431 -4.7693 -6.4483 0.51 -0.12 -0.61
O -3.4027 -3.9853 -5.5193 0.35 0.78 0.51
P -2.6054 -2.9891 -4.5420 0.12 -0.34 -1.08
O -1.4738 -3.6062 -3.8342 -0.32 0.25 0.05
O -3.7580 -2.3610 -3.6729 -0.03 -0.08 -0.09
C -4.7713 -3.1767 -3.0406 0.11 0.27 0.00
C -5.3168 -2.3999 -1.8586 0.04 -1.01 0.11
O -2.1897 -1.7797 -5.5108 -0.69 -0.51 0.30
C -1.5395 -0.6525 -4.8756 0.26 -0.91 0.58
C -0.0840 -0.7256 -5.2924 0.50 0.27 0.01
H -2.2604 -5.0059 -8.5065 -0.25 -0.07 -0.16
H -3.8435 -4.2338 -8.1559 0.05 0.12 -0.22
H -2.2768 -3.3337 -8.0458 -0.30 0.19 0.13
H -2.9767 -5.8014 -6.3589 -0.18 0.03 0.07
H -1.5821 -4.7591 -6.1916 -0.04 0.03 0.27
H -5.5466 -3.3674 -3.7841 -0.02 0.07 0.00
H -4.3620 -4.1516 -2.7693 0.18 0.12 0.21
H -5.9571 -3.1080 -1.3228 -0.39 0.31 -0.05
H -4.5551 -2.1162 -1.1321 0.18 0.21 -0.31
H -5.8753 -1.5354 -2.2089 -0.08 0.08 0.15
H -2.1213 0.2304 -5.1337 0.36 0.13 -0.31
H -1.6599 -0.7974 -3.7970 0.30 0.26 0.06
H -0.0018 -0.6358 -6.3755 0.04 0.07 0.00
H 0.5871 -0.0056 -4.8175 -0.41 0.40 -0.16
H 0.3714 -1.6739 -5.0003 -0.48 -0.25 -0.04
C 0.1755 0.0859 2.8801 -0.50 0.40 -0.71
C -1.2925 -0.1983 2.6208 -0.17 -0.67 0.46
O -1.8596 0.7663 1.7054 -0.46 0.22 -0.94
P -2.3214 0.2289 0.2669 -0.17 0.68 -0.30
O -3.1728 -0.9723 0.2756 0.72 0.03 0.09
O -3.0983 1.5047 -0.3661 1.32 -0.79 0.90
C -4.2480 1.2522 -1.1551 -0.81 -0.84 -1.37
C -3.8884 1.2385 -2.6336 0.00 0.34 0.20
O -0.9835 0.0895 -0.5809 -0.89 -0.21 0.58
C -0.0946 1.2098 -0.8393 0.00 -1.23 -0.11
C 0.8103 0.6998 -1.9358 0.62 1.18 -1.08
H 0.4723 -0.3685 3.8198 0.25 -0.13 -0.15
H 0.7917 -0.2079 2.0288 0.11 -0.34 0.18
H 0.2990 1.1684 2.9633 -0.01 -0.04 0.28
H -1.5250 -1.1928 2.2287 0.46 -0.07 0.02
H -1.8399 -0.1626 3.5657 -0.15 0.46 -0.15
H -4.6908 0.2649 -0.9876 0.36 0.04 0.66
H -5.0595 1.9421 -0.9200 0.80 0.21 -0.09
H -4.7368 0.8232 -3.1796 0.26 0.22 -0.18
H -3.6519 2.2487 -2.9741 -0.06 -0.07 -0.23
H -3.0295 0.5943 -2.8144 0.04 -0.05 0.13
H -0.7452 2.0237 -1.1619 0.47 0.37 0.10
H 0.4679 1.4167 0.0736 -0.25 0.31 0.02
H 1.3599 -0.2306 -1.8032 -0.51 -0.23 0.55
H 0.2509 0.6601 -2.8714 -0.10 -0.29 0.12
H 1.6184 1.4108 -2.1495 -0.16 0.22 0.23
C -4.9043 2.1866 1.5167 -0.15 0.56 -0.55
N -5.2323 2.9703 2.7185 0.03 -0.28 1.65
O -4.8771 2.5393 3.8023 0.22 -0.42 -0.25
O -5.8479 4.0070 2.6125 -0.18 0.20 -0.79
H -3.9511 1.6717 1.5825 -0.31 0.54 0.71
H -4.9093 2.9394 0.7305 0.14 -0.25 0.00
H -5.6787 1.4529 1.3090 -0.24 0.14 0.28
C -3.7935 -3.8468 1.4404 -0.15 0.99 -0.86
N -2.6144 -4.3307 2.1641 -0.01 -0.84 0.86
O -2.2023 -5.4338 1.8841 0.05 -0.12 -0.36
O -2.1501 -3.6465 3.0544 0.06 0.49 -0.06
H -4.6419 -4.5136 1.5481 0.22 -0.24 0.22
H -3.4952 -3.7886 0.3940 -0.07 -0.13 0.00
H -4.0111 -2.8344 1.7632 -0.03 -0.09 0.15
C -8.7613 0.8223 -2.2710 0.18 -0.85 -1.27
N -7.4572 1.2689 -1.7112 -1.13 0.83 0.34
O -7.3406 1.1496 -0.5082 0.23 -0.11 0.01
O -6.6432 1.7680 -2.4518 -0.27 0.05 -0.28
H -9.5766 1.5397 -2.2370 0.32 0.29 0.92
H -8.9544 -0.1176 -1.7661 -0.45 0.11 0.00
H -8.6323 0.6774 -3.3442 0.32 -0.26 0.14
```
Positions in Å, forces in eV/Å.

Here are the Löwdin charges for atoms 1 to 8, given in e: -0.069, -0.227, -0.172, 0.408, -0.216, -0.192, -0.262, -0.072